(1)
# C6H13O3Pr

A molecular structure, C6H13O3Pr at a distorted geometry (ωB97M-V with the def2-TZVPD basis set, OMol25).

Computed properties:
Charge   +1
Total energy   -978.84544 hartree
2S+1   4
E_HOMO (alpha / beta)   -10.42 / -14.22 eV
Frontier orbital gap (alpha / beta)   6.20 / 10.03 eV
⟨S²⟩   3.758
Energy above the lowest of the compared OMol25 structures with the same formula, charge and spin   0.0 kcal per mole

Each line ends with the Mulliken charge.
Cartesian coordinates (Å):
C: 3.7270 -0.2122 -0.4757  -0.80
C: 4.0314 -0.7817 0.8637  -0.65
H: 3.6626 -0.8625 -1.3506  0.35
H: 3.9685 0.8320 -0.6855  0.33
H: 3.6684 -1.8156 0.9604  0.25
H: 3.6017 -0.1684 1.6755  0.23
H: 5.1201 -0.8127 1.0599  0.29
O: -2.2629 2.4695 -1.0853  -0.53
C: -0.8991 2.1927 -1.0682  -0.46
C: -0.6296 0.6977 -0.8978  -0.31
O: -1.4447 0.2639 0.1885  -0.42
C: -1.7724 -1.1225 0.2821  -0.42
C: -3.0133 -1.2104 1.1731  -0.41
O: -3.9924 -0.3042 0.7808  -0.52
Pr: -3.5226 1.4587 0.0406  1.48
H: -0.3856 2.7319 -0.2442  0.29
H: -0.3998 2.5078 -2.0054  0.35
H: 0.4599 0.4692 -0.7172  0.28
H: -0.9239 -1.6897 0.6945  0.35
H: -1.9957 -1.4979 -0.7309  0.34
H: -2.6955 -1.0358 2.2221  0.29
H: -3.3719 -2.2570 1.1258  0.35
H: -0.9302 0.1474 -1.8062  0.34

(2)
# C6H13O3Sn

A molecular structure, C6H13O3Sn at a distorted geometry (ωB97M-V with the def2-TZVPD basis set, OMol25).

Computed properties:
Charge   0
Total energy   -676.19182 hartree
2S+1   2
E_HOMO (alpha / beta)   -6.64 / -6.63 eV
Frontier orbital gap (alpha / beta)   7.10 / 5.63 eV
⟨S²⟩   0.762
Energy above the lowest of the compared OMol25 structures with the same formula, charge and spin   26.5 kcal per mole

Each line ends with the Mulliken charge.
Cartesian coordinates (Å):
C: -0.6954 -2.5348 0.9708  -0.82
C: -1.1783 -2.2718 2.3673  -0.82
H: -1.4652 -2.8488 0.2578  0.34
H: 0.1212 -3.2617 0.8908  0.34
H: -2.1361 -1.7321 2.3713  0.26
H: -0.4462 -1.6808 2.9435  0.26
H: -1.3416 -3.2115 2.9252  0.32
O: 2.5675 0.4782 -1.9889  -0.52
C: 2.0226 -0.5559 -1.2359  -0.38
C: 0.5866 -0.2739 -0.8239  0.01
O: 0.5009 1.0639 -0.4023  -0.28
C: -0.7560 1.7457 -0.4456  -0.40
C: -0.4330 3.2398 -0.3896  -0.38
O: 0.5651 3.5819 -1.2949  -0.51
Sn: 1.7703 2.1402 -1.5447  0.40
H: 2.6194 -0.7515 -0.3170  0.25
H: 2.0155 -1.5124 -1.7959  0.32
H: 0.0035 -1.2826 0.0486  -0.02
H: -1.3928 1.4257 0.3926  0.32
H: -1.2537 1.4869 -1.3946  0.33
H: -0.1410 3.4892 0.6517  0.26
H: -1.3779 3.7825 -0.5868  0.34
H: -0.1554 -0.5162 -1.5998  0.36

(3)
# C6H13O4PS

A molecular structure, C6H13O4PS at a distorted geometry (ωB97M-V with the def2-TZVPD basis set, OMol25).

Computed properties:
Charge   0
Total energy   -1276.89386 hartree
2S+1   1
E_HOMO   -8.55 eV
Frontier orbital gap   9.11 eV
Energy above the lowest of the compared OMol25 structures with the same formula, charge and spin   23.0 kcal per mole

Each line ends with the Mulliken charge.
Cartesian coordinates (Å):
C: -0.7285 0.9981 -0.1618  0.43
C: 3.6389 -0.2286 -0.0213  -1.02
C: -3.1505 2.1423 -0.1706  -1.13
C: 0.1816 -2.6760 -0.6189  -0.74
C: 2.4042 0.6641 -0.1692  -0.38
C: -2.4989 1.1324 0.6606  0.06
O: -0.4770 1.6734 -1.1070  -0.48
O: -0.4545 -1.0065 1.8213  -0.77
O: 0.8553 -1.4251 -0.4805  -0.36
O: 1.5639 0.3046 0.9770  -0.46
P: 0.2058 -0.4221 0.6580  0.98
S: -2.7164 -0.6119 0.0754  -0.27
H: 4.4459 0.2327 0.6842  0.29
H: 3.2085 -1.1234 0.4575  0.26
H: 4.0937 -0.2838 -1.0064  0.31
H: -2.5217 2.5141 -1.0144  0.27
H: -3.4719 2.9517 0.4102  0.31
H: -4.0436 1.7069 -0.5878  0.32
H: -0.1318 -2.6283 -1.6818  0.28
H: -0.7349 -2.8343 -0.0411  0.33
H: 0.9061 -3.4712 -0.5415  0.26
H: 1.7783 0.4857 -1.0342  0.39
H: 2.6704 1.7482 -0.1798  0.43
H: -2.4475 1.2129 1.7753  0.49
H: -2.5756 -1.0557 1.2967  0.21

(4)
# C6H13OP

2 unconnected molecules or ions with the total composition C6H13OP at a distorted geometry (ωB97M-V with the def2-TZVPD basis set, OMol25).

Computed properties:
Charge   0
Total energy   -652.89347 hartree
2S+1   1
E_HOMO   -8.74 eV
Frontier orbital gap   9.60 eV
Energy above the lowest of the compared OMol25 structures with the same formula, charge and spin   53.4 kcal per mole

Each line ends with the Mulliken charge.
Cartesian coordinates (Å):
C: -1.4688 0.4219 -1.0893  -0.58
C: -1.4709 -0.2043 0.0752  0.38
C: -1.4432 -1.7097 0.2454  -1.06
P: -1.7564 0.5011 1.7875  0.18
C: -0.0286 0.5723 2.5315  -0.94
O: -1.7783 2.0414 1.1353  -0.51
H: -1.0834 1.4304 -0.9782  0.29
H: -1.6116 -0.0412 -2.1095  0.26
H: -1.2185 -1.9041 1.3205  0.27
H: -0.5036 -2.0067 -0.4232  0.18
H: -2.2328 -2.3916 -0.1069  0.34
H: -0.1471 0.5814 3.6681  0.34
H: 0.5969 1.4770 2.0779  0.22
H: 0.3625 -0.3776 2.5021  0.36
H: -2.5352 2.6107 1.2130  0.28
C: 2.4341 0.5286 -2.0529  -0.56
C: 2.0473 -0.1995 -0.9704  -0.19
H: 2.0324 0.6511 -2.9754  0.35
H: 3.4067 1.0779 -1.9215  0.17
H: 2.6454 -0.1201 -0.1224  0.24
H: 1.1476 -0.8088 -0.8954  0.00

(5)
# C6H13S

2 unconnected molecules or ions with the total composition C6H13S at a distorted geometry (ωB97M-V with the def2-TZVPD basis set, OMol25).

Computed properties:
Charge   0
Total energy   -634.51916 hartree
2S+1   2
E_HOMO (alpha / beta)   -8.99 / -8.69 eV
Frontier orbital gap (alpha / beta)   9.91 / 6.97 eV
⟨S²⟩   0.753
Energy above the lowest of the compared OMol25 structures with the same formula, charge and spin   0.6 kcal per mole

Each line ends with the Mulliken charge.
Cartesian coordinates (Å):
C: 1.8132 1.2198 1.3672  -0.91
C: 0.5836 1.6797 0.5911  -0.14
S: -0.9453 1.0276 1.3167  -0.10
H: 1.6750 1.4504 2.4366  0.30
H: 2.7602 1.6672 1.0017  0.31
H: 1.8966 0.1177 1.2917  0.20
H: 0.6642 1.3704 -0.4637  -0.05
H: 0.5373 2.7948 0.5662  0.39
C: -1.6315 -0.9871 -1.0632  -1.25
C: -0.1666 -1.3603 -1.0849  0.95
C: 0.4567 -1.9476 -0.0354  -1.05
C: 0.5783 -0.9816 -2.3561  -1.23
H: -1.7065 0.1066 -1.0850  0.31
H: -2.0575 -1.3156 -0.1146  0.31
H: -2.1501 -1.4288 -1.9636  0.36
H: 1.5155 -2.2486 -0.0962  0.32
H: -0.0493 -2.0548 0.9016  0.31
H: 1.6560 -1.2087 -2.2945  0.30
H: 0.4142 0.0948 -2.5191  0.29
H: 0.1668 -1.5240 -3.2411  0.36

(6)
# C6H14

A single C6H14 molecule at a distorted geometry (ωB97M-V with the def2-TZVPD basis set, OMol25).

Computed properties:
Charge   0
Total energy   -236.98767 hartree
2S+1   1
E_HOMO   -10.75 eV
Frontier orbital gap   11.99 eV
Energy above the lowest of the compared OMol25 structures with the same formula, charge and spin   14.9 kcal per mole

Each line ends with the Mulliken charge.
Cartesian coordinates (Å):
C: -2.5010 -0.6671 -0.4614  -1.20
C: -1.3922 -0.2234 0.4795  -0.60
C: 0.0554 -0.1822 -0.1182  0.55
C: 0.0762 0.8697 -1.2463  -1.47
C: 1.1106 0.1134 0.9309  -0.55
C: 2.6409 0.0117 0.5556  -1.14
H: -2.6603 0.0634 -1.2364  0.33
H: -2.2125 -1.5821 -1.0257  0.29
H: -3.3842 -0.8391 0.1399  0.37
H: -1.2356 -0.7792 1.3930  0.39
H: -1.6264 0.8128 0.7817  0.28
H: 0.2298 -1.1445 -0.6129  0.18
H: -0.6603 0.6786 -2.0377  0.37
H: 1.0002 0.9802 -1.8493  0.35
H: -0.1638 1.8852 -0.9106  0.34
H: 1.0226 1.1222 1.2996  0.29
H: 0.8614 -0.6681 1.6672  0.28
H: 3.1570 0.8629 1.0077  0.30
H: 3.0081 -0.9180 0.9945  0.30
H: 2.8936 0.0042 -0.4972  0.35

(7)
# C6H14

A single C6H14 molecule (ωB97M-V with the def2-TZVPD basis set, OMol25).

Computed properties:
Charge   0
Total energy   -237.00508 hartree
2S+1   1
E_HOMO   -10.86 eV
Frontier orbital gap   12.07 eV
Energy above the lowest of the compared OMol25 structures with the same formula, charge and spin   4.0 kcal per mole

Each line ends with the Mulliken charge.
Cartesian coordinates (Å):
C: -1.5254 1.8149 0.9705  -1.39
C: -0.3343 1.4547 0.0833  -0.54
C: 0.2369 0.0248 0.2264  0.74
C: -0.7579 -1.0139 0.7503  -1.65
C: 0.8662 -0.3881 -1.1125  -0.63
C: 1.7231 -1.6490 -1.0519  -1.26
H: -1.2918 1.6874 2.0351  0.32
H: -1.8078 2.8624 0.8137  0.40
H: -2.4067 1.2018 0.7443  0.34
H: -0.6046 1.6336 -0.9658  0.35
H: 0.4854 2.1528 0.2933  0.32
H: 1.0499 0.0698 0.9654  0.17
H: -0.2513 -1.9655 0.9408  0.45
H: -1.1999 -0.6930 1.6997  0.39
H: -1.5763 -1.2045 0.0445  0.31
H: 1.4808 0.4484 -1.4753  0.35
H: 0.0651 -0.5167 -1.8563  0.34
H: 1.1239 -2.5382 -0.8274  0.30
H: 2.2344 -1.8241 -2.0044  0.36
H: 2.4902 -1.5577 -0.2737  0.32

(8)
# C6H14BF2LiN4O2

A molecular structure, C6H14BF2LiN4O2 (ωB97M-V with the def2-TZVPD basis set, OMol25).

Computed properties:
Charge   0
Total energy   -838.79276 hartree
2S+1   1
E_HOMO   -6.88 eV
Frontier orbital gap   6.58 eV
Energy above the lowest of the compared OMol25 structures with the same formula, charge and spin   3.4 kcal per mole

Each line ends with the Mulliken charge.
Cartesian coordinates (Å):
Li: 0.0913 -2.0494 1.6237  0.60
N: -1.8074 -0.6730 1.7601  -0.59
C: -0.9735 0.3376 1.1208  0.60
C: -1.5987 1.6208 0.6016  -1.02
C: -0.5542 2.5634 -0.0313  -0.64
C: 0.7040 1.9757 -0.6858  -0.88
N: 0.5127 1.0060 -1.7714  -0.11
C: 0.9358 -0.2665 -1.7999  0.88
N: 0.6317 -1.0232 -2.8797  -0.43
N: 1.6233 -0.8240 -0.8160  -0.37
C: 0.2485 0.5162 2.0514  0.63
O: 0.3811 1.5127 2.7388  -0.67
O: 1.0334 -0.4959 1.9677  -0.87
H: -2.6640 -0.8267 1.2386  0.24
H: -2.0588 -0.4027 2.7051  0.26
H: -0.5927 -0.1663 0.2315  0.01
H: -2.1227 2.1708 1.3859  0.28
H: -2.3510 1.3408 -0.1457  0.36
H: -0.1379 3.1797 0.7682  0.34
H: -1.0463 3.2426 -0.7317  0.44
H: 1.3387 1.5178 0.0693  0.42
H: 1.2836 2.8028 -1.1030  0.32
H: -0.0397 1.3065 -2.5587  0.23
H: 0.2533 -0.6061 -3.7099  0.18
H: 1.0432 -1.9374 -2.9709  0.21
H: 1.5758 -0.4608 0.1454  0.13
H: 1.7290 -1.8346 -0.8266  0.21
F: 0.8653 -5.2176 1.4202  -0.25
B: 0.6919 -4.0536 0.7689  -0.27
F: 1.0040 -4.2554 -0.5666  -0.27

(9)
# C6H14Br3NP

A molecular structure, C6H14Br3NP at a distorted geometry (ωB97M-V with the def2-TZVPD basis set, OMol25).

Computed properties:
Charge   +1
Total energy   -8354.71972 hartree
2S+1   1
E_HOMO (alpha / beta)   -12.05 / -11.37 eV
Frontier orbital gap (alpha / beta)   7.43 / 6.14 eV
Energy above the lowest of the compared OMol25 structures with the same formula, charge and spin   9.6 kcal per mole

Each line ends with the Mulliken charge.
Cartesian coordinates (Å):
C: 1.3965 -2.2605 0.2715  -1.18
C: 1.9986 1.8990 -1.0212  -1.15
C: 1.2282 -0.7663 0.6523  -0.35
C: 1.2676 0.6596 -1.5481  -0.46
C: -2.8652 -0.3607 1.3859  -0.12
C: -0.6715 0.9858 0.2994  -0.15
N: 0.3773 -0.0533 -0.4577  -0.19
P: -3.8555 0.2134 0.0499  -0.02
Br: -2.1437 -2.0732 1.3678  -0.01
Br: 0.1933 2.0687 1.6567  0.00
Br: -1.5393 1.9757 -1.0791  -0.01
H: 0.4219 -2.8288 0.2417  0.22
H: 1.7790 -2.5012 -0.7218  0.35
H: 2.1459 -2.6652 0.9916  0.37
H: 2.4916 1.5824 -0.1292  0.34
H: 2.9218 2.0505 -1.5999  0.39
H: 1.3715 2.7405 -0.8645  0.33
H: 2.2172 -0.3345 0.9285  0.38
H: 0.5069 -0.7023 1.5475  0.39
H: 2.1406 -0.0288 -1.6978  0.35
H: 0.6074 0.7651 -2.4154  0.46
H: -2.6792 0.2794 2.3424  0.37
H: -0.0439 -0.7841 -0.9798  0.39
H: -4.5855 -0.9876 -0.1088  0.13
H: -4.6816 1.1266 0.8881  0.15

(10)
# C6H14Cl

2 unconnected molecules or ions with the total composition C6H14Cl at a distorted geometry (ωB97M-V with the def2-TZVPD basis set, OMol25).

Computed properties:
Charge   0
Total energy   -697.11344 hartree
2S+1   2
E_HOMO (alpha / beta)   -7.39 / -11.22 eV
Frontier orbital gap (alpha / beta)   8.09 / 11.83 eV
⟨S²⟩   0.754
Energy above the lowest of the compared OMol25 structures with the same formula, charge and spin   15.0 kcal per mole

Each line ends with the Mulliken charge.
Cartesian coordinates (Å):
Cl: -3.0325 -1.7021 3.7887  -0.23
H: -2.4815 -1.0733 2.8673  0.23
C: -3.2983 1.4688 -1.3623  -0.70
C: -4.5281 2.1308 -0.8949  -0.18
C: -5.5277 1.0208 -0.5412  -1.14
C: -1.9698 2.0052 -1.1424  -0.17
C: -0.8505 0.9799 -1.0187  -0.21
C: 0.4218 1.8070 -0.9791  -1.23
H: -3.3439 0.3496 -1.5887  0.25
H: -4.1755 2.6122 0.0406  0.22
H: -4.9983 2.9289 -1.5344  0.32
H: -6.4825 1.4960 -0.2775  0.35
H: -5.6599 0.2618 -1.3387  0.30
H: -5.1071 0.5452 0.3611  0.27
H: -1.6878 2.8519 -1.8815  0.24
H: -2.1415 2.4763 -0.1495  0.22
H: -0.9573 0.4644 -0.0592  0.14
H: -0.8413 0.2480 -1.8378  0.34
H: 1.3252 1.2038 -0.8350  0.36
H: 0.5066 2.3939 -1.9114  0.32
H: 0.3597 2.5171 -0.1367  0.30